ORCA calculation (ωB97M-V with the def2-TZVPD basis set) on a structure of composition C4H22O7 at a distorted geometry.

Each line ends with the Löwdin charge.
Cartesian coordinates (Å):
O (1.690904, 1.456956, 1.107855)  -0.0729
O (-0.547976, -0.130494, 2.561865)  -0.0460
O (0.559274, -0.724444, -1.410895)  -0.0472
O (-1.551976, 2.385026, 1.436025)  -0.0573
O (0.571864, -2.403024, 1.111915)  -0.0162
O (0.869044, -0.379774, 0.396175)  -0.0839
O (1.132874, 2.500656, -0.474995)  -0.0062
C (0.536164, 1.655246, -1.443305)  -0.1212
C (-1.025656, 1.444936, 0.515065)  -0.2007
C (0.160244, -0.973614, -2.723655)  -0.0400
C (-0.823566, -2.544494, 1.541905)  -0.0522
H (0.123424, 0.674856, -1.205455)  0.0480
H (0.580404, -2.983454, 0.347305)  0.1235
H (-2.132046, 1.863026, 1.995165)  0.0595
H (-0.347836, 2.219236, -1.740875)  0.1199
H (-0.901296, -0.963974, -2.970925)  0.1082
H (-0.427696, 0.753956, 1.109275)  0.0375
H (-1.085716, -1.985054, 2.439905)  0.0836
H (-0.936196, -3.615064, 1.713055)  0.1008
H (1.028084, 3.395216, -0.807225)  0.1648
H (-0.388246, 1.976906, -0.191205)  0.0170
H (0.823574, -1.292824, 0.679915)  -0.1201
H (-1.485256, -0.143644, 2.368055)  0.0525
H (-1.577066, -2.312414, 0.789265)  0.1091
H (-0.224236, -0.971284, 2.238585)  -0.0098
H (1.124734, 1.583066, -2.357895)  0.1126
H (1.453184, 1.867336, 0.276395)  -0.3007
H (1.470554, -1.013164, -1.322525)  0.1929
H (0.597104, -0.399784, -0.521365)  -0.3082
H (-1.666426, 0.837086, -0.123705)  0.1013
H (1.345514, 0.566566, 1.043405)  -0.1481
H (0.497744, -2.001284, -2.858125)  0.1023
H (0.556494, -0.342294, -3.518975)  0.0972

Atomic forces in eV per Å
3.998 0.121 6.707
0.018 -0.010 2.280
-0.368 -8.183 -16.080
-1.391 -0.083 -0.434
-2.293 -4.919 1.984
1.749 -0.677 5.758
-1.852 6.310 -9.918
-0.921 2.122 -3.627
0.887 0.524 0.558
-0.450 -1.616 -2.585
-0.473 -2.393 -0.263
0.576 3.396 0.405
0.510 -0.291 -0.113
-0.059 0.451 0.432
-0.173 -0.103 -0.879
-0.264 0.098 1.160
-0.440 1.109 -1.263
0.244 -1.158 -0.105
-0.233 0.021 0.407
0.199 0.529 0.119
-2.665 -0.136 2.915
0.510 1.150 -0.065
-0.198 0.016 0.043
0.416 0.506 -0.423
0.589 1.499 0.278
0.721 -0.122 0.085
2.358 -2.247 4.511
0.589 -0.191 -0.219
-1.438 3.642 7.716
-1.452 0.060 -0.034
0.782 0.297 1.083
-0.177 -0.022 -0.866
0.702 0.297 0.432

## Properties
Calculated total energy   -18819.6275 eV
E_HOMO   -0.24611 Ha

=====

ORCA calculation (ωB97M-V with the def2-TZVPD basis set) on a cluster of 2 separate species, C4H14N2O in total at a distorted geometry.

Each line ends with the Löwdin charge.
Cartesian coordinates (Å):
O (1.178893, -0.665159, -4.630182)  -0.0259
N (0.927148, 2.074538, 1.785243)  -0.0197
N (-1.405217, -1.264837, 0.587171)  -0.1683
C (1.132354, 0.709294, 1.079854)  -0.2563
C (-1.174900, 0.045807, -0.002338)  -0.2596
C (0.342680, 0.409586, -0.187870)  -0.1930
C (-1.532017, -1.380962, 2.053073)  -0.1705
H (1.319865, 2.725453, 1.101931)  0.0493
H (1.072957, -0.075516, 1.778467)  0.0752
H (0.834678, -0.622191, -0.738876)  0.1649
H (1.066246, 0.166266, -4.194723)  0.0181
H (-2.364078, -0.703031, 2.454050)  0.0884
H (-1.801990, 0.157288, -0.873268)  0.0926
H (-1.412405, 0.799944, 0.832388)  0.1271
H (1.643171, -0.484924, -5.413255)  0.0042
H (-0.610223, -0.999094, 2.571927)  0.0541
H (1.604909, 2.216161, 2.542922)  0.0567
H (0.432418, 1.191100, -0.945963)  0.0865
H (-0.737177, -2.085188, 0.232273)  0.1523
H (-1.795340, -2.292871, 2.653321)  0.0758
H (2.053610, 0.957631, 0.777053)  0.0482

Atomic forces in eV per Å
-0.863 -1.140 1.256
-0.787 -0.127 -0.698
1.036 -3.903 -0.012
-1.964 2.050 0.471
1.492 1.054 3.034
-0.352 -3.111 -1.819
-0.191 2.201 1.866
-0.554 0.140 0.027
0.099 -0.859 0.811
-0.928 2.855 1.552
-0.104 0.757 0.391
1.026 -0.491 -0.940
0.087 0.320 -0.329
-0.606 -0.856 -1.390
0.966 0.381 -1.634
-0.626 -0.267 -0.228
-0.381 -0.819 -0.090
0.122 0.158 0.160
-1.834 2.741 0.757
0.352 -0.099 -1.837
4.009 -0.986 -1.350

## Properties
Calculated total energy   -9400.1912 eV
E_HOMO   -0.30612 Ha
SMILES string   CNCCCN.O

=====

ORCA calculation (ωB97M-V with the def2-TZVPD basis set) on a structure of composition C19H25N2O5Tl at a distorted geometry.

Each line ends with the Löwdin charge.
Cartesian coordinates (Å):
Tl (1.211529, -0.111204, -0.347775)  1.1256
O (-2.005471, -3.592004, -1.021675)  0.1273
O (3.191929, 0.276996, -2.398975)  -0.0572
O (0.085529, 2.156996, -1.311375)  0.0114
O (-0.058471, -2.505904, -1.025975)  0.0108
O (-1.691171, 3.440396, -1.589175)  0.1432
N (-1.355271, -0.122604, -1.394475)  0.1519
N (3.563129, 0.076196, -4.598675)  0.1644
C (-1.151171, 2.038296, 2.324625)  -0.0540
C (-4.033771, -0.106504, -2.120375)  -0.0226
C (-1.974671, 1.036196, -1.634475)  -0.1643
C (-1.796471, -1.011504, 2.415325)  -0.0581
C (1.275429, 0.039696, -3.802675)  -0.0150
C (-0.413971, -0.437204, 2.415925)  -0.3023
C (2.749129, 0.139196, -3.523375)  -0.6035
C (1.848229, -0.124304, 2.609425)  -0.3424
C (1.955129, 2.469296, 2.505125)  -0.0558
C (3.290129, -0.477904, 2.749325)  -0.0699
C (-0.131271, 0.955996, 2.367825)  -0.2917
C (-3.402671, -1.301104, -1.819775)  0.0452
C (-2.043171, -1.264004, -1.459975)  -0.1661
C (-1.274671, -2.471304, -1.153375)  -0.4521
C (1.015629, -2.580604, 2.677925)  -0.0626
C (-1.119471, 2.222996, -1.488075)  -0.4567
C (0.788829, -1.107604, 2.572725)  -0.3173
C (1.275429, 1.135296, 2.480325)  -0.3245
C (-3.331271, 1.083496, -2.015575)  0.0329
H (-3.825971, 2.013396, -2.257775)  0.1144
H (0.094829, -3.099704, 2.932125)  0.0616
H (-2.266771, -0.885904, 3.393925)  0.0774
H (1.754729, -2.805404, 3.445225)  0.0705
H (-1.984571, 1.804596, 2.988325)  0.0719
H (-1.783371, -2.074604, 2.186325)  0.0581
H (1.720529, 3.038596, 1.606125)  0.0694
H (0.885229, -0.823204, -3.266375)  0.0654
H (-5.061971, -0.097404, -2.453775)  0.1186
H (3.219129, -0.111204, -5.522875)  0.0983
H (3.526029, -0.796504, 3.765825)  0.0736
H (-2.641871, 3.386796, -1.743375)  0.0952
H (1.632229, 3.054896, 3.367825)  0.0730
H (-2.422971, -0.506604, 1.680425)  0.0576
H (0.803129, 0.923896, -3.380975)  0.0693
H (-1.408471, -4.323004, -0.795075)  0.1439
H (3.926629, 0.367996, 2.507525)  0.0605
H (3.538429, -1.302304, 2.082625)  0.0655
H (-1.556971, 2.159496, 1.314225)  0.0517
H (3.033629, 2.356096, 2.567125)  0.0601
H (4.558629, 0.141196, -4.458675)  0.1145
H (1.385329, -2.978904, 1.730625)  0.0621
H (-0.717571, 2.987296, 2.630925)  0.0698
H (1.041829, -0.042204, -4.859375)  0.0782
H (-3.916871, -2.244604, -1.873675)  0.1227

Atomic forces in eV per Å
0.565 0.048 1.552
-0.445 0.417 -0.109
0.072 0.072 0.048
-1.713 0.188 -0.368
-1.575 0.169 -0.378
0.016 -0.323 -0.036
-0.583 -0.028 -0.195
0.278 -0.036 -0.416
0.010 -0.177 -0.102
0.067 0.072 -0.061
-1.199 -1.315 -0.146
0.287 0.090 0.101
-0.075 0.009 0.097
-0.249 0.750 -0.272
0.131 -0.006 0.024
-0.575 -1.243 -0.163
-0.109 -0.187 0.012
-0.133 0.000 0.089
0.421 -0.256 -0.247
0.769 0.064 0.217
-1.202 1.348 -0.370
2.327 -1.737 0.581
0.003 0.180 -0.134
2.045 1.352 0.192
1.343 0.430 -0.030
-0.834 0.249 -0.160
0.763 -0.203 0.207
-0.058 0.011 0.006
-0.088 -0.176 0.033
-0.199 -0.050 0.023
0.061 -0.139 0.086
-0.163 0.135 0.041
-0.090 -0.178 -0.036
0.066 0.205 -0.052
-0.066 -0.103 -0.021
-0.042 -0.020 0.078
-0.017 0.053 0.060
0.156 -0.059 0.127
0.067 0.006 0.130
0.040 0.142 0.056
-0.235 0.021 -0.106
-0.065 0.064 -0.024
0.079 0.220 -0.026
0.198 0.061 -0.045
0.248 -0.107 -0.061
-0.244 0.232 -0.107
0.158 0.067 -0.010
-0.081 -0.032 0.058
0.073 -0.306 -0.030
-0.069 0.170 -0.015
-0.052 -0.018 -0.102
-0.087 -0.126 0.005

## Properties
Calculated total energy   -38020.2711 eV
E_HOMO   -0.19098 Ha

=====

Quick rundown of ΔE to the lowest compared entry with this formula, charge and spin, same order as above: 1792.5 329.6 56.7 kJ/mol